[1]
ORCA calculation (ωB97M-V/def2-TZVPD) on C9H10FN2P in the gas phase at a distorted geometry.

As for the total energy: -24478.9328 eV. As for the relative energy (zero: lowest compared OMol25 entry of this formula, charge and spin): 0.00 kcal per mole. For the HOMO-LUMO gap (alpha / beta), the calculation gives 7.0291 / 7.0389 eV. The LUMO energy (alpha / beta) comes out at 0.54 / 0.53 eV. The calculation puts the HOMO energy (alpha / beta) at -0.238 / -0.239 hartree. Its multiplicity is 1.

```
23
C9H10FN2P (ωB97M-V/def2-TZVPD)
C -0.905 -0.043 -1.832
C -0.732 -1.418 -1.853
C -0.232 2.202 -0.362
C 0.594 -1.370 0.153
C 0.788 2.142 0.778
C -0.230 0.692 -0.772
C 0.418 -0.046 0.247
C 0.084 -2.065 -0.930
C 1.477 0.612 2.442
N 0.956 0.860 1.242
N 0.158 -3.462 -0.883
F -1.853 2.057 1.799
P -1.968 2.640 0.326
H -1.313 0.540 -2.615
H -1.267 -1.891 -2.703
H -0.132 2.879 -1.240
H 1.197 -1.927 0.811
H 1.132 2.993 1.463
H 1.962 1.335 3.026
H 1.408 -0.384 2.887
H 0.219 -3.999 -1.737
H 0.664 -3.734 -0.062
H -2.426 1.388 -0.187
```

[2]
ORCA calculation (ωB97M-V/def2-TZVPD) on C4H6N2 in the gas phase at a distorted geometry.

As for the total energy: -7219.3269 eV. As for the relative energy (zero: lowest compared OMol25 entry of this formula, charge and spin): 40.77 kcal per mole. For the HOMO-LUMO gap (alpha / beta), the calculation gives 6.8957 / 8.1176 eV. The LUMO energy (alpha / beta) comes out at 0.90 / -0.81 eV. The calculation puts the HOMO energy (alpha / beta) at -0.220 / -0.328 hartree. Its multiplicity is 3.

```
12
C4H6N2 (ωB97M-V/def2-TZVPD)
C -0.062 -0.635 0.342
C 0.953 0.111 -0.130
C 0.429 1.232 -0.855
C -1.439 -0.667 0.559
N -0.519 1.837 -1.182
N 2.297 0.017 0.208
H -2.037 -0.205 -0.232
H -1.686 -0.309 1.514
H -1.785 -1.683 0.537
H -1.447 1.380 -1.265
H 2.827 -0.467 -0.483
H 2.468 -0.611 0.988
```

[3]
ORCA calculation (ωB97M-V/def2-TZVPD) on 2 unconnected molecules or ions with the total composition C3H7O2S at a distorted geometry.

As for the total energy: -18155.9630 eV. As for the relative energy (zero: lowest compared OMol25 entry of this formula, charge and spin): 15.02 kcal per mole. For the HOMO-LUMO gap, the calculation gives 8.2313 eV. The LUMO energy comes out at 3.79 eV. As for the charge: -1. The calculation puts the HOMO energy at -0.163 hartree. Its multiplicity is 1.

```
13
C3H7O2S (ωB97M-V/def2-TZVPD)
C 2.269 -0.966 -1.584
C 1.001 -0.855 -0.712
S 1.319 0.625 0.334
H 2.532 -2.001 -1.846
H 3.155 -0.692 -1.005
H 2.204 -0.398 -2.507
H 0.228 -0.512 -1.391
H 0.749 -1.706 -0.093
H 0.012 0.676 0.913
O -1.491 0.808 1.477
C -2.334 0.490 0.585
O -2.510 -0.558 -0.034
H -3.140 1.284 0.535
```

[4]
ORCA calculation (ωB97M-V/def2-TZVPD) on 3 unconnected molecules or ions with the total composition C5H15NO2 at a distorted geometry.

As for the total energy: -11011.9662 eV. As for the SMILES: C=NCCCC.O.O. As for the relative energy (zero: lowest compared OMol25 entry of this formula, charge and spin): 45.66 kcal per mole. For the HOMO-LUMO gap, the calculation gives 9.8871 eV. The LUMO energy comes out at 0.63 eV. The calculation puts the HOMO energy at -0.340 hartree. Its multiplicity is 1.

```
23
C5H15NO2 (ωB97M-V/def2-TZVPD)
C -1.360 -2.304 0.848
C -2.019 -0.964 0.921
C -1.190 0.276 0.545
C -0.803 0.367 -0.958
C -2.802 0.404 -2.180
N -1.854 1.071 -1.683
H -2.129 -3.076 0.976
H -0.960 -2.652 -0.098
H -0.674 -2.391 1.698
H -2.972 -0.815 0.386
H -2.478 -0.714 1.889
H -1.578 1.264 0.814
H -0.241 0.218 1.111
H -0.682 -0.615 -1.423
H 0.141 0.893 -1.103
H -3.483 0.961 -2.814
H -2.890 -0.686 -2.103
H 6.971 0.273 0.080
H 6.896 -1.282 -0.095
O 6.794 -0.430 -0.558
H 1.940 3.937 1.558
H 3.111 2.969 1.257
O 2.263 3.294 0.933
```